Below is a structure of composition C37H36N2P2TeTl, with properties calculated with ωB97M-V with the def2-TZVPD basis set.

Geometry (Å):
Tl: 1.0718 0.4449 -0.9488
N: -1.6864 0.2249 -3.0331
P: -0.9666 -1.0254 -2.1600
C: -2.0716 -1.3973 -0.7752
C: -3.0120 -0.4846 -0.3041
C: -3.8700 -0.8642 0.7167
C: -3.7676 -2.1274 1.2855
C: -2.8055 -3.0241 0.8345
C: -1.9511 -2.6614 -0.1916
C: -1.0813 -2.4144 -3.2994
C: -2.3583 -2.8869 -3.6151
C: -2.4835 -3.9105 -4.5379
C: -1.3534 -4.4674 -5.1253
C: -0.0870 -4.0057 -4.7940
C: 0.0539 -2.9757 -3.8775
C: -1.4294 1.5865 -2.9683
C: -2.1118 2.4592 -3.8185
C: -1.8763 3.8123 -3.7115
C: -0.9381 4.2696 -2.7844
C: -0.2881 3.3449 -2.0076
N: -0.5271 2.0192 -2.0858
H: -2.2863 -0.0571 -3.7978
H: -3.0992 0.4967 -0.7551
H: -4.6326 -0.1743 1.0533
H: -4.4429 -2.4163 2.0798
H: -2.7302 -4.0093 1.2745
H: -1.2135 -3.3636 -0.5638
H: -3.2360 -2.4658 -3.1386
H: -3.4681 -4.2757 -4.7966
H: -1.4631 -5.2718 -5.8398
H: 0.7884 -4.4470 -5.2498
H: 1.0382 -2.6103 -3.6103
H: -2.8111 2.0718 -4.5476
H: -2.4102 4.5083 -4.3439
H: -0.7306 5.3232 -2.6713
H: 0.4531 3.6510 -1.2794
C: 0.4242 -3.3631 3.4927
C: 0.0577 -2.2874 4.2905
C: 0.0663 -0.9999 3.7807
C: 0.4526 -0.7872 2.4553
C: 0.8147 -1.8698 1.6575
C: 0.8012 -3.1542 2.1732
P: 0.5794 0.9074 1.8300
C: -0.8376 1.8384 2.3831
C: -0.7109 3.2236 2.5584
C: -1.7893 3.9517 3.0217
C: -2.9940 3.3106 3.2935
C: -3.1218 1.9368 3.1079
C: -2.0580 1.1966 2.6281
C: 2.0514 1.6633 2.5619
C: 3.1927 1.9201 1.8114
C: 4.3293 2.4260 2.4197
C: 4.3268 2.6725 3.7855
C: 3.1827 2.4297 4.5350
C: 2.0388 1.9349 3.9323
H: 0.4175 -4.3660 3.8973
H: -0.2366 -2.4543 5.3178
H: -0.2240 -0.1695 4.4106
H: 1.1072 -1.7136 0.6222
H: 1.0860 -3.9942 1.5538
H: 0.2333 3.7133 2.3546
H: -1.7018 5.0191 3.1708
H: -3.8416 3.8835 3.6449
H: -4.0578 1.4498 3.3464
H: -2.1578 0.1312 2.4665
H: 3.1833 1.7495 0.7415
H: 5.2131 2.6363 1.8324
H: 5.2142 3.0632 4.2639
H: 3.1797 2.6320 5.5975
H: 1.1464 1.7669 4.5204
C: 5.0676 0.5418 -3.5207
Te: 4.2325 0.7185 -1.5608
C: 4.7792 -1.2623 -0.9508
H: 4.5331 -0.1848 -4.1254
H: 6.1049 0.2388 -3.3859
H: 5.0310 1.5233 -3.9861
H: 5.8665 -1.2863 -0.9135
H: 4.4192 -1.9944 -1.6682
H: 4.3823 -1.4684 0.0401

Output
**Frontier orbital gap**: 0.2032 hartree
**HOMO level**: -16.45 eV
**Total energy**: -72472.9653 eV
**ΔE to the lowest compared entry with this formula, charge and spin**: 291.3 kJ/mol
**Net charge**: +3

Below is a structure of composition C37H37AsBiF6IN3O9S5 at a distorted geometry, with properties calculated with ωB97M-V with the def2-TZVPD basis set.

Geometry (Å):
Bi: -1.4141 -1.1253 -0.0629
N: -2.0312 -2.6899 1.9084
C: -3.3512 -3.2558 1.5938
C: -3.6487 -3.3824 0.0671
O: -4.4779 -4.2282 -0.3332
N: -2.9844 -2.5435 -0.7318
C: -2.5408 -2.9820 -2.0701
C: -0.9949 -3.1400 -2.1903
O: -0.5544 -3.7244 -3.1586
O: -0.2430 -2.6310 -1.2155
H: -1.2846 -3.4388 1.9250
H: -1.9707 -2.2253 2.8168
H: -4.1533 -2.6188 2.0225
H: -3.4512 -4.2775 2.0268
H: -2.8543 -2.2357 -2.8426
H: -3.0263 -3.9458 -2.3292
C: 2.3327 2.7702 2.5689
C: 2.3425 3.2907 1.1283
S: 1.1787 2.5324 -0.0320
C: 0.5393 4.0343 -0.8903
C: -0.6049 4.5869 -0.0602
S: -1.0378 3.2590 1.1805
C: -1.2542 4.1674 2.7482
C: -0.3376 3.5514 3.8357
S: 0.7509 2.1974 3.2643
H: 3.0301 1.9281 2.6456
H: 2.7129 3.5448 3.2833
H: 2.1834 4.3858 1.1105
H: 3.3524 3.1840 0.6950
H: 1.3644 4.7408 -1.0740
H: 0.1996 3.6995 -1.8778
H: -0.3709 5.5067 0.5127
H: -1.4863 4.7461 -0.6773
H: -1.0134 5.2053 2.5510
H: -3.2419 4.2635 2.5052
H: 0.3336 4.3357 4.2857
H: -0.9265 3.0789 4.6370
C: 4.5582 -4.7505 -2.5882
C: 3.3989 -4.1193 -3.0200
C: 2.6962 -3.3078 -2.1324
C: 3.2413 -3.0040 -0.8662
C: 4.4173 -3.6010 -0.4428
C: 5.0757 -4.4602 -1.3095
As: 2.2774 -1.5883 0.0774
C: 3.8089 -0.4052 0.3905
C: 4.6638 -0.4104 1.5166
C: 5.7460 0.4125 1.5335
C: 6.0109 1.2787 0.4440
C: 5.1850 1.2933 -0.6628
C: 4.0313 0.4898 -0.6530
C: 1.9789 -2.5371 1.7348
C: 1.9411 -1.8986 2.9657
C: 1.6551 -2.5785 4.1522
C: 1.3822 -3.9484 4.1108
C: 1.3941 -4.5980 2.8924
C: 1.6728 -3.9095 1.6837
H: 5.1173 -5.4241 -3.2323
H: 2.9298 -4.3507 -3.9691
H: 1.7026 -2.9474 -2.3833
H: 4.8532 -3.3898 0.5361
H: 6.0563 -4.8746 -1.0275
H: 4.4483 -1.0829 2.3531
H: 6.4184 0.4445 2.4037
H: 6.8705 1.9519 0.5000
H: 5.3872 1.9357 -1.5072
H: 3.3395 0.5616 -1.4455
H: 2.1648 -0.8384 3.0083
H: 1.6552 -2.0682 5.1551
H: 1.2005 -4.5024 5.0506
H: 1.1668 -5.6872 2.8184
H: 1.6002 -4.4419 0.7527
F: -4.2963 -0.1060 4.2388
C: -5.1584 0.3124 3.3022
F: -5.9524 1.2704 3.8237
F: -5.9385 -0.7415 2.8882
S: -4.0555 1.0194 1.8635
O: -3.3796 -0.2800 1.4282
O: -2.6045 4.0645 3.2052
N: -5.0926 1.5099 0.7459
S: -5.6902 3.0689 0.8310
O: -5.1378 3.9231 1.8603
O: -7.1221 2.9417 0.6889
C: -5.0387 3.8770 -0.7864
F: -3.9807 4.6946 -0.5165
F: -6.0635 4.6155 -1.2756
F: -4.6440 3.0108 -1.7199
I: -1.9256 1.6229 -8.7917
C: -1.4285 1.3506 -6.7180
C: -0.2983 0.6834 -6.3198
C: -0.0942 0.3890 -4.9811
C: -1.0676 0.7146 -4.0274
C: -2.2267 1.4152 -4.4303
C: -2.3685 1.7512 -5.7577
C: -0.8650 0.2960 -2.5931
O: -1.9266 0.2069 -1.8554
O: 0.3024 -0.0250 -2.1717
H: 0.4343 0.3842 -7.0923
H: 0.8153 -0.1286 -4.6658
H: -3.0202 1.6901 -3.6807
H: -3.2880 2.2609 -6.0987

Output
**Frontier orbital gap**: 0.2536 hartree
**HOMO level**: -5.06 eV
**Total energy**: -207128.6229 eV
**ΔE to the lowest compared entry with this formula, charge and spin**: 0.0 kJ/mol
**Net charge**: -1

Below is a structure of composition C37H37AsF4N7PdSi3, with properties calculated with ωB97M-V with the def2-TZVPD basis set.

Geometry (Å):
Pd: -0.3168 0.7800 1.1243
N: 8.3855 -1.8944 5.7816
C: 7.3958 -1.6458 5.2560
C: 6.1524 -1.3353 4.6026
C: 5.9904 -0.1047 3.9707
C: 4.7947 0.1855 3.3401
C: 3.7492 -0.7359 3.3563
C: 3.9193 -1.9627 3.9917
C: 5.1190 -2.2679 4.6094
C: 2.4722 -0.4091 2.6760
C: 2.5532 -0.1219 1.2940
C: 3.6085 -0.4607 0.4275
C: 3.1794 -0.2101 -0.8671
C: 1.8870 0.3009 -0.7557
N: 1.5101 0.3634 0.5297
C: 1.3032 -0.4497 3.4091
C: 1.1766 -0.6583 4.8145
C: -0.1575 -0.6181 5.1161
C: -0.8234 -0.3744 3.8931
N: 0.0188 -0.2878 2.8747
H: 6.8000 0.6117 3.9757
H: 4.6642 1.1355 2.8387
H: 3.1150 -2.6864 3.9850
H: 5.2609 -3.2233 5.0945
H: 4.5492 -0.8882 0.7316
H: 3.7196 -0.3774 -1.7830
H: 1.2160 0.6142 -1.5372
H: 1.9962 -0.7961 5.4996
H: -0.6253 -0.7345 6.0782
H: -1.8855 -0.2397 3.7657
F: -3.7227 -4.2495 0.5364
C: -3.4409 -3.5179 -0.5252
C: -3.6100 -4.0433 -1.7482
F: -4.0498 -5.2772 -1.8610
C: -3.3500 -3.3036 -2.9795
C: -2.8389 -1.9548 -2.7540
C: -2.6896 -1.4329 -1.5337
F: -2.1544 -0.2282 -1.4105
C: -3.0148 -2.1449 -0.3094
C: -2.8974 -1.5848 0.9279
C: -2.5795 -0.1933 1.1388
N: -2.5133 0.9208 1.4641
C: -3.0750 -2.2891 2.1644
N: -3.1665 -2.8379 3.1682
F: -2.4687 -1.2476 -3.8015
C: -3.5600 -3.8170 -4.2154
C: -4.0308 -5.1509 -4.4659
N: -4.3593 -6.2179 -4.7325
C: -3.3417 -3.0854 -5.4339
N: -3.2263 -2.5199 -6.4261
C: -0.6295 5.9994 1.6240
Si: -0.4532 4.1864 2.0063
C: -1.8883 3.6526 3.0606
C: 1.1649 3.8160 2.8638
As: -0.3912 2.9347 -0.0452
Si: -2.2484 3.4840 -1.4345
C: -2.4006 5.3366 -1.5573
C: -3.8305 2.8250 -0.7022
C: -1.9155 2.7396 -3.1088
Si: 1.6125 3.7102 -1.1265
C: 1.7065 2.9647 -2.8453
C: 3.0736 3.3067 -0.0309
C: 1.5381 5.5637 -1.3259
H: -0.6221 6.5444 2.5715
H: -1.5723 6.2244 1.1272
H: 0.1781 6.3926 1.0109
H: -1.8037 4.2049 4.0008
H: -1.8774 2.5904 3.2949
H: -2.8525 3.8983 2.6149
H: 1.0460 3.9731 3.9382
H: 1.9651 4.4701 2.5153
H: 1.4855 2.7801 2.7208
H: -2.8319 5.7516 -0.6454
H: -3.0754 5.5887 -2.3783
H: -1.4540 5.8420 -1.7432
H: -3.9174 3.0488 0.3615
H: -3.9457 1.7525 -0.8348
H: -4.6555 3.3212 -1.2196
H: -1.0845 3.2388 -3.6068
H: -2.7988 2.8644 -3.7394
H: -1.6897 1.6754 -3.0539
H: 1.1228 2.0572 -2.9843
H: 2.7465 2.7326 -3.0840
H: 1.3550 3.6922 -3.5790
H: 3.8359 2.7785 -0.6038
H: 2.8272 2.6831 0.8257
H: 3.5046 4.2388 0.3391
H: 0.6157 5.9396 -1.7646
H: 2.3540 5.8419 -1.9989
H: 1.7121 6.0792 -0.3822

Output
**Frontier orbital gap (alpha / beta)**: 0.1679 / 0.1678 hartree
**HOMO level (alpha / beta)**: -10.60 / -10.60 eV
**Total energy**: -148214.7021 eV
**ΔE to the lowest compared entry with this formula, charge and spin**: 0.0 kJ/mol
**Net charge**: +1

Below is a structure of composition C37H37EuN11O8PS2 at a distorted geometry, with properties calculated with ωB97M-V with the def2-TZVPD basis set.

Geometry (Å):
Eu: 0.0584 -0.8176 0.8523
N: 1.0265 -3.9278 4.2471
C: 2.1635 -3.2460 4.5637
C: 2.3064 -2.2772 3.6115
N: 1.2739 -2.3381 2.7313
C: 0.5128 -3.3440 3.1321
C: -0.7310 -3.6853 2.5011
N: -1.3984 -2.8520 1.7195
C: -2.5428 -3.4969 1.3731
C: -2.5690 -4.7383 1.9409
N: -1.4151 -4.8476 2.6610
H: 0.6139 -4.6604 4.8027
H: 2.7553 -3.4974 5.4175
H: 3.0806 -1.5430 3.5177
H: -3.2809 -3.0284 0.7529
H: -3.2930 -5.5269 1.9055
H: -1.1048 -5.6696 3.1529
C: 2.1781 -1.9500 -6.9950
C: 1.8801 -2.2680 -5.5611
C: 2.3326 -3.4449 -4.9763
C: 2.0796 -3.7191 -3.6402
C: 1.3526 -2.8203 -2.8850
C: 0.8752 -1.6537 -3.4561
C: 1.1383 -1.3797 -4.7856
S: 1.0416 -3.0660 -1.1302
O: 1.5150 -4.3706 -0.7254
O: -0.3832 -2.8255 -0.9244
N: 1.7163 -1.8475 -0.3723
C: 2.9712 -1.7493 0.1066
C: 4.0436 -2.6042 -0.2066
C: 5.2710 -2.3577 0.3634
C: 5.4260 -1.2597 1.2073
C: 4.3159 -0.4749 1.4597
N: 3.1172 -0.6997 0.9406
H: 2.9142 -2.6382 -7.4011
H: 2.5587 -0.9344 -7.0908
H: 1.2714 -2.0212 -7.5950
H: 2.8883 -4.1541 -5.5727
H: 2.4393 -4.6224 -3.1726
H: 0.3121 -0.9739 -2.8361
H: 0.7668 -0.4671 -5.2310
H: 3.8719 -3.4357 -0.8704
H: 6.1116 -3.0062 0.1580
H: 6.3805 -1.0197 1.6498
H: 4.3869 0.3832 2.1192
S: -0.9709 -0.5078 3.7566
C: -1.1834 1.1044 3.8107
N: -1.3352 2.2540 3.8406
C: 1.8417 3.7807 -1.9167
N: 2.2004 2.6372 -1.1088
C: 3.3380 2.7310 -0.2179
C: 1.4383 1.5922 -1.0705
N: 0.7518 0.6606 -1.1080
H: 1.5340 4.6237 -1.2899
H: 1.0184 3.5173 -2.5772
H: 2.6979 4.0872 -2.5217
H: 3.3325 3.6917 0.2990
H: 4.2717 2.6397 -0.7810
H: 3.2685 1.9272 0.5125
O: 0.8332 1.3540 1.6661
C: -0.3033 1.8022 1.4032
O: -1.2334 1.0779 0.9701
C: -0.5846 3.2718 1.5199
C: 0.4075 4.1576 1.9158
C: 0.1296 5.5181 1.9863
C: -1.1243 6.0195 1.6675
C: -2.0920 5.1189 1.2414
C: -1.8377 3.7578 1.1563
N: -3.3820 5.6235 0.8289
O: -3.6749 6.7498 1.1597
O: -4.0790 4.8929 0.1592
N: 1.1846 6.4245 2.3636
O: 0.8896 7.5672 2.6357
O: 2.3178 5.9841 2.3581
H: 1.3851 3.7876 2.1840
H: -1.3459 7.0746 1.7290
H: -2.6065 3.0718 0.8307
C: -3.1445 -1.6215 -2.1382
P: -2.3264 -0.4756 -0.9322
C: -2.1047 0.9781 -2.0536
C: -3.8045 0.0685 0.0144
C: -4.8616 0.7737 -0.5493
C: -5.9309 1.1737 0.2330
C: -5.9778 0.8365 1.5748
C: -4.9316 0.1304 2.1435
C: -3.8475 -0.2426 1.3701
H: -3.8277 -1.0982 -2.8037
H: -3.6956 -2.3827 -1.5914
H: -2.3722 -2.1212 -2.7181
H: -2.9997 1.1729 -2.6397
H: -1.2801 0.7680 -2.7313
H: -1.8612 1.8495 -1.4504
H: -4.8500 1.0405 -1.5956
H: -6.7301 1.7580 -0.1990
H: -6.8144 1.1508 2.1809
H: -4.9482 -0.1194 3.1934
H: -3.0075 -0.7550 1.8297

Output
**Frontier orbital gap (alpha / beta)**: 0.1559 / 0.2299 hartree
**HOMO level (alpha / beta)**: -2.49 / -4.50 eV
**Total energy**: -122028.9320 eV
**ΔE to the lowest compared entry with this formula, charge and spin**: 0.0 kJ/mol
**Spin multiplicity**: 8
**⟨S²⟩**: 15.759
**Net charge**: -1

Below is a structure of composition C37H37IrN3O2SSi at a distorted geometry, with properties calculated with ωB97M-V with the def2-TZVPD basis set.

Geometry (Å):
Ir: 0.3191 0.4894 0.8904
C: -1.7661 -2.6556 -1.0842
Si: -0.3332 -2.6704 0.1413
C: 1.2907 -2.4570 -0.7674
C: -0.2660 -4.3729 0.9535
N: -0.4450 -1.4056 1.3351
C: -1.1832 -1.5558 2.5020
C: -2.2048 -2.5076 2.6422
C: -2.9124 -2.6692 3.8229
C: -2.6222 -1.8867 4.9284
C: -1.6268 -0.9235 4.8274
C: -0.9444 -0.7564 3.6397
O: 0.0648 0.1864 3.5070
C: 0.0237 1.3368 4.2703
C: -1.0897 2.1643 4.2509
C: -1.0720 3.3365 4.9878
C: 0.0477 3.6794 5.7356
C: 1.1537 2.8430 5.7420
C: 1.1477 1.6655 5.0065
H: -1.9704 -3.6629 -1.4556
H: -1.5531 -2.0182 -1.9444
H: -2.6759 -2.2733 -0.6162
H: 1.3095 -3.0878 -1.6606
H: 2.1233 -2.7503 -0.1241
H: 1.4699 -1.4280 -1.0805
H: 0.4709 -4.9950 0.4393
H: -1.2207 -4.8999 0.9115
H: 0.0282 -4.3034 2.0025
H: -2.4551 -3.1240 1.7888
H: -3.6996 -3.4106 3.8737
H: -3.1622 -2.0126 5.8568
H: -1.3823 -0.2958 5.6750
H: -1.9490 1.8863 3.6537
H: -1.9336 3.9911 4.9692
H: 0.0605 4.6019 6.3007
H: 2.0294 3.1046 6.3215
H: 2.0063 1.0075 4.9841
C: -1.1962 1.4181 -5.6395
N: -0.7445 0.4743 -4.6194
N: -1.3668 0.5824 -3.3770
C: -0.4349 0.4554 -2.3678
O: -0.7635 0.4234 -1.1730
C: 0.8327 0.3066 -3.0275
C: 0.6048 0.3628 -4.3601
C: 1.5768 0.3096 -5.4850
C: -2.7673 0.4135 -3.2524
C: -3.4391 1.0149 -2.1941
C: -4.8124 0.8637 -2.0937
C: -5.5164 0.1301 -3.0387
C: -4.8339 -0.4805 -4.0798
C: -3.4585 -0.3478 -4.1884
H: -2.2795 1.4864 -5.6052
H: -0.9012 1.0439 -6.6169
H: -0.7713 2.4131 -5.4791
H: 1.7813 0.1822 -2.5368
H: 2.5459 -0.0149 -5.1141
H: 1.7009 1.2914 -5.9469
H: 1.2405 -0.3851 -6.2548
H: -2.8882 1.5849 -1.4617
H: -5.3364 1.3330 -1.2719
H: -6.5906 0.0302 -2.9611
H: -5.3692 -1.0762 -4.8074
H: -2.9193 -0.8464 -4.9828
S: 0.3713 3.8542 0.9936
C: 0.3901 2.3013 0.9445
C: 5.1836 1.9496 -1.6478
C: 3.8348 2.3513 -1.7276
C: 2.9154 1.8706 -0.8386
C: 3.2700 0.9407 0.1732
C: 2.3205 0.3775 1.0914
C: 2.7827 -0.4767 2.0668
C: 4.1426 -0.8489 2.1453
C: 5.0476 -0.3619 1.2528
C: 4.6348 0.5521 0.2549
C: 5.5698 1.0795 -0.6709
H: 5.9083 2.3399 -2.3511
H: 3.5250 3.0477 -2.4975
H: 1.8883 2.2001 -0.8963
H: 2.0934 -0.8924 2.7865
H: 4.4548 -1.5409 2.9182
H: 6.0877 -0.6634 1.2903
H: 6.6076 0.7806 -0.5794

Output
**Frontier orbital gap (alpha / beta)**: 0.2595 / 0.2595 hartree
**HOMO level (alpha / beta)**: -6.87 / -6.86 eV
**Total energy**: -69086.4305 eV
**ΔE to the lowest compared entry with this formula, charge and spin**: 0.0 kJ/mol
**Spin multiplicity**: 2
**⟨S²⟩**: 0.758